Entry 1:
ORCA calculation (ωB97M-V/def2-TZVPD) on 6 unconnected molecules or ions with the total composition C27H70ClN4O11PSi in a non-equilibrium geometry.

Calculated values
structure (SMILES): CC[Si@@](CC(N)(N)N)(N=C(C)C)P(O)Cl.COCCOC.COCCOC.COCCOC.COCCOC.COCCOC
spin multiplicity: 1
maximum force: 1.80 eV/Å
calculated total energy: -3208.25799 a.u.
highest occupied orbital energy: -7.75 eV
frontier orbital gap: 0.29743 hartree

Geometry as XYZ:
```
115
Properties=species:S:1:pos:R:3:forces:R:3:mulliken_charge:R:1
C 4.33328 3.81195 1.50981 -0.683 -0.009 0.285 -1.308
C 2.83651 3.53420 1.82763 0.366 -0.248 -0.393 -0.422
Si 2.40463 1.72159 2.09002 0.821 -1.000 0.459 -0.377
C 2.30762 0.81075 0.43833 0.328 0.448 0.443 -1.629
C 3.63138 0.48965 -0.29486 -0.281 -0.897 -0.394 1.020
N 3.38499 -0.75620 -1.07535 -0.230 0.396 -0.143 -0.628
N 4.04014 1.58396 -1.18212 -0.124 0.091 -0.135 -0.697
N 4.73763 0.26852 0.61088 0.419 0.120 0.107 -0.371
N 3.38597 0.90135 3.24358 -0.858 1.255 -0.958 0.286
C 3.78501 1.46079 4.30009 0.372 0.005 0.476 0.501
C 3.00095 1.48618 5.57997 0.120 -0.335 0.011 -1.209
C 5.13746 2.09146 4.41985 0.284 -0.558 0.352 -1.539
P 0.23235 1.70688 2.78786 -1.341 0.042 -0.966 0.308
O -0.01655 2.99558 3.79128 0.804 -0.161 0.147 -0.503
Cl 0.20575 -0.04729 3.92578 0.253 0.255 0.186 -0.274
H 4.72608 4.49900 2.24336 0.342 0.106 0.265 0.355
H 4.90895 2.89642 1.51085 0.293 -0.123 -0.071 0.297
H 4.43091 4.30146 0.55026 0.114 -0.004 -0.279 0.334
H 2.25268 3.85562 0.96852 -0.366 0.013 -0.131 0.521
H 2.47906 4.15695 2.63892 -0.018 0.140 0.339 0.390
H 1.74825 1.45448 -0.23346 -0.367 0.090 -0.121 0.460
H 1.68552 -0.06771 0.58244 0.049 -0.370 0.107 0.532
H 3.81099 -0.69708 -1.99532 0.207 -0.132 0.103 0.278
H 2.38946 -0.86390 -1.23285 0.012 -0.021 -0.110 0.236
H 3.53960 2.43405 -0.95393 0.202 0.100 0.101 0.214
H 3.78488 1.36913 -2.13745 -0.057 -0.015 0.024 0.284
H 5.58807 0.22772 0.05927 -0.025 0.153 -0.094 0.361
H 4.65664 -0.64669 1.03956 -0.241 0.074 0.188 0.120
H 3.07641 0.48049 5.98321 -0.077 -0.254 0.192 0.314
H 1.94834 1.66208 5.41150 -0.264 0.107 -0.006 0.262
H 3.43186 2.15710 6.31073 -0.056 0.276 0.151 0.388
H 5.60067 1.72284 5.33412 0.158 0.041 0.168 0.539
H 5.76275 1.82311 3.58589 0.153 0.118 -0.390 0.310
H 5.04809 3.16477 4.53543 -0.055 0.320 -0.071 0.305
H 0.80837 3.37377 4.13264 -0.267 -0.073 0.144 0.339
C -3.10923 -0.29500 2.71001 -0.076 -0.045 0.123 -0.827
O -4.39134 0.07064 2.22809 0.133 -0.051 -0.115 -0.438
C -4.32917 1.02298 1.17762 -0.300 -0.022 0.144 -0.218
C -4.53183 0.37959 -0.17531 0.264 0.161 -0.203 -0.219
O -3.45487 -0.48606 -0.50988 -0.078 -0.083 0.077 -0.377
C -3.75701 -1.85583 -0.32079 0.047 0.037 -0.026 -0.688
H -3.23343 -1.15864 3.36272 -0.058 0.023 0.019 0.257
H -2.43122 -0.56564 1.89673 0.031 0.063 -0.001 0.403
H -2.67368 0.52250 3.29147 0.085 -0.010 -0.047 0.422
H -3.37844 1.56485 1.20146 0.036 -0.031 -0.015 0.128
H -5.13498 1.74539 1.34675 0.017 0.021 -0.047 0.279
H -4.56501 1.16586 -0.93604 -0.066 0.007 0.018 0.169
H -5.48504 -0.15692 -0.20521 -0.007 -0.027 0.045 0.273
H -4.45009 -2.20632 -1.09397 -0.035 -0.039 0.046 0.331
H -4.19009 -2.04015 0.66542 -0.025 -0.003 -0.003 0.309
H -2.82602 -2.41495 -0.40549 0.018 0.033 -0.036 0.202
C 0.02332 -3.62136 2.33082 -0.043 0.048 -0.112 -0.375
O 0.87744 -3.76750 1.20779 0.035 -0.072 0.159 -0.442
C 2.20830 -3.33847 1.46595 -0.079 0.010 -0.349 -0.167
C 3.13451 -4.50810 1.70898 0.147 0.082 0.276 -0.211
O 2.81708 -5.19471 2.91027 -0.103 -0.095 -0.078 -0.424
C 2.09894 -6.39724 2.68790 0.050 0.008 0.050 -0.534
H -0.90879 -4.14228 2.11460 0.019 0.005 -0.083 0.263
H 0.46302 -4.05119 3.23408 0.032 0.030 0.007 0.322
H -0.19330 -2.56222 2.49442 -0.039 0.005 0.138 -0.022
H 2.23568 -2.64751 2.31504 -0.007 -0.019 0.050 0.308
H 2.55416 -2.79702 0.57864 0.049 0.001 0.048 0.144
H 4.15780 -4.13137 1.81328 -0.002 0.015 -0.050 0.382
H 3.11306 -5.19547 0.85801 -0.049 0.013 -0.029 0.029
H 2.75416 -7.16563 2.26271 -0.058 -0.019 -0.059 0.144
H 1.24788 -6.23904 2.02124 0.006 -0.004 -0.020 0.275
H 1.72997 -6.74448 3.65179 0.046 0.022 0.027 0.302
C 5.46404 -8.30251 1.28541 -0.068 -0.036 0.017 -0.786
O 4.51596 -8.38143 0.23435 0.158 0.038 0.039 -0.386
C 4.61354 -7.30515 -0.68600 -0.297 -0.161 -0.003 -0.259
C 5.32151 -7.71505 -1.95777 0.220 0.227 -0.033 -0.746
O 6.68908 -8.01434 -1.72383 -0.060 -0.127 0.065 -0.375
C 6.95595 -9.40428 -1.66965 0.032 0.049 -0.019 -0.690
H 5.44646 -9.25227 1.81774 -0.060 -0.004 -0.010 0.235
H 6.47381 -8.13122 0.90543 0.001 0.035 -0.003 0.376
H 5.19585 -7.50316 1.98545 0.075 0.028 0.001 0.333
H 5.11677 -6.44928 -0.22609 0.057 0.001 -0.026 0.316
H 3.59119 -7.00172 -0.93579 0.023 0.038 -0.023 0.363
H 5.28989 -6.87873 -2.66334 -0.043 -0.009 0.000 0.392
H 4.81132 -8.56554 -2.41938 -0.018 -0.031 0.036 0.359
H 6.89527 -9.84566 -2.67032 -0.030 -0.055 0.024 0.321
H 6.26310 -9.92192 -1.00204 -0.018 -0.009 -0.015 0.296
H 7.96913 -9.53174 -1.29207 0.017 0.047 -0.029 0.237
C -7.82900 5.42225 -3.48121 -0.093 0.056 -0.013 -0.688
O -8.85263 4.77272 -2.74638 0.157 0.000 0.017 -0.406
C -8.73598 3.35887 -2.77114 -0.260 0.120 0.104 -0.569
C -8.14818 2.82164 -1.48461 0.210 -0.268 -0.162 -0.565
O -6.79390 3.21863 -1.31710 -0.080 0.222 0.080 -0.060
C -6.65687 4.28809 -0.39562 0.054 -0.094 0.009 -1.014
H -7.87082 6.48582 -3.24872 -0.092 -0.010 0.025 0.303
H -6.84086 5.04483 -3.21669 0.001 -0.049 -0.066 0.202
H -7.99426 5.29245 -4.55581 0.111 -0.013 -0.020 0.374
H -8.13609 3.03521 -3.62682 0.049 -0.006 0.013 0.288
H -9.74487 2.95168 -2.89209 0.018 -0.036 -0.005 0.408
H -8.16188 1.72759 -1.52248 -0.037 0.002 0.005 0.335
H -8.75151 3.13632 -0.62841 -0.017 0.045 -0.010 0.405
H -6.82163 3.92675 0.62530 -0.026 0.096 0.032 0.329
H -7.35513 5.09966 -0.61339 -0.023 -0.014 0.008 0.410
H -5.64107 4.67260 -0.47192 0.035 -0.085 0.007 0.322
C -4.11224 4.67083 -3.18076 -0.017 -0.109 -0.046 -0.836
O -4.41647 4.97988 -4.53088 0.155 0.028 0.133 -0.391
C -3.98763 6.27989 -4.90581 -0.232 -0.138 -0.231 -0.477
C -2.71055 6.23423 -5.71463 0.181 0.218 0.141 -0.591
O -1.61342 5.78061 -4.93654 -0.068 -0.129 -0.022 -0.370
C -1.27915 4.42573 -5.17927 0.029 0.046 0.014 -0.677
H -4.28766 3.60694 -3.02936 -0.105 0.010 -0.046 0.298
H -3.06910 4.89001 -2.94040 -0.011 0.067 -0.001 0.400
H -4.77327 5.23062 -2.51182 0.104 0.026 0.087 0.297
H -3.85833 6.91505 -4.02443 0.049 -0.005 0.017 0.340
H -4.77899 6.71752 -5.52355 0.021 0.033 0.006 0.384
H -2.47075 7.24706 -6.05366 -0.029 -0.006 -0.020 0.382
H -2.84445 5.60524 -6.59956 -0.031 -0.039 0.010 0.334
H -0.79818 4.31881 -6.15765 -0.032 -0.056 -0.011 0.326
H -2.15854 3.77912 -5.13432 -0.005 -0.004 -0.021 0.298
H -0.57595 4.11566 -4.40788 0.022 0.051 0.001 0.224
```
Positions in Å, forces in eV/Å.

---

Entry 2:
ORCA calculation (ωB97M-V/def2-TZVPD) on a molecular structure, C38H30BrF4N2O5P2SV.

Calculated values
spin multiplicity: 2
net charge: +1
maximum force: 0.21 eV/Å
calculated total energy: -6950.02758 a.u.
highest occupied orbital energy (spin up / spin down): -10.35 / -9.70 eV
frontier orbital gap (spin up / spin down): 0.30217 / 0.27542 hartree
relative energy (zero: lowest compared OMol25 entry of this formula, charge and spin): 0.00 kJ/mol

Geometry as XYZ:
```
84
Properties=species:S:1:pos:R:3:forces:R:3:lowdin_spin:R:1
V 0.97866 0.51719 0.87174 -0.187 -0.003 -0.089 0.967
C 1.49767 -0.48261 5.45351 -0.008 0.024 -0.001 0.000
O 1.85207 0.80838 4.90527 0.039 -0.001 -0.010 0.002
C 1.55998 0.99929 3.64241 -0.010 -0.038 0.055 0.005
O 0.95065 0.17915 2.94430 0.079 0.051 -0.026 0.014
N 1.95576 2.19380 3.17704 -0.009 0.016 0.026 0.002
N 1.69566 2.47080 1.82931 0.024 -0.040 0.086 0.000
H 1.85224 -0.45822 6.47707 -0.003 -0.007 0.001 0.000
H 1.99286 -1.26918 4.88972 -0.002 -0.005 0.005 0.000
H 0.41909 -0.61486 5.42009 0.001 -0.010 0.000 0.000
H 2.49607 2.81757 3.75578 -0.002 0.028 -0.011 0.000
H 2.56896 2.65806 1.34271 -0.006 0.024 -0.031 0.001
H 1.07718 3.27486 1.76469 0.012 0.038 -0.008 0.000
F -6.26276 -1.12296 -0.41858 -0.018 -0.011 -0.005 0.000
C -5.11934 -0.47195 -0.28598 0.049 0.020 0.019 0.000
C -4.88816 0.68423 -1.00849 0.021 -0.023 0.037 0.000
F -5.81859 1.15286 -1.82575 -0.014 0.005 -0.018 0.000
C -3.68263 1.35090 -0.85884 -0.031 -0.008 -0.010 -0.001
F -3.53295 2.48291 -1.54689 0.015 0.009 0.010 0.000
C -2.67395 0.88112 -0.02892 -0.001 0.051 -0.072 -0.004
P -1.05485 1.72688 0.12706 0.142 -0.035 -0.014 -0.003
C -1.53142 3.18651 1.11192 0.043 0.015 -0.003 -0.001
C -2.05292 4.36263 0.57518 -0.026 -0.026 0.013 0.000
C -2.42188 5.40224 1.41607 0.004 0.007 -0.009 0.000
C -2.28267 5.27671 2.79197 -0.004 0.008 0.002 0.000
C -1.77383 4.10568 3.33541 0.009 0.000 -0.017 0.000
C -1.39455 3.06788 2.49622 -0.011 -0.001 0.026 0.001
C -0.64457 2.31837 -1.53671 -0.042 -0.042 0.008 0.002
C 0.13566 3.46102 -1.68925 0.001 0.002 0.024 0.001
C 0.58950 3.83256 -2.94465 0.009 -0.002 -0.001 0.000
C 0.27263 3.06057 -4.05242 -0.002 0.003 -0.026 0.001
C -0.49282 1.91297 -3.90253 0.002 -0.003 0.019 0.000
C -0.94527 1.53671 -2.64804 0.005 0.030 0.004 0.001
C -2.94935 -0.26479 0.71486 0.003 -0.048 0.049 -0.001
Br -1.71106 -0.95038 1.96313 0.017 -0.002 0.006 -0.001
C -4.14878 -0.93711 0.58829 -0.040 0.014 -0.030 0.000
F -4.39927 -2.04377 1.28286 0.015 0.001 0.003 0.000
H -2.17594 4.46474 -0.49497 0.009 -0.002 -0.006 0.000
H -2.82525 6.31389 0.99562 0.002 -0.001 -0.005 0.000
H -2.57474 6.09216 3.44024 -0.003 -0.003 0.002 0.000
H -1.67443 3.99983 4.40778 -0.001 0.003 0.003 0.000
H -1.00370 2.14627 2.91830 -0.012 0.003 -0.008 0.001
H 0.39016 4.07006 -0.82920 0.000 0.002 -0.009 0.000
H 1.19295 4.72321 -3.05781 -0.003 0.004 0.005 0.000
H 0.62353 3.35333 -5.03309 0.000 -0.001 0.001 0.000
H -0.74118 1.30808 -4.76474 0.000 -0.006 -0.001 0.000
H -1.53419 0.63296 -2.53950 -0.008 -0.003 -0.005 0.000
O 3.15161 0.01172 1.13442 -0.093 0.010 0.059 0.000
S 3.43904 0.45299 -0.24776 -0.045 0.076 -0.123 0.003
O 4.61176 1.24368 -0.42820 0.007 -0.009 0.016 0.000
O 2.17012 1.14695 -0.68205 0.035 -0.110 0.117 0.020
C 3.56994 -1.01917 -1.21070 0.059 -0.013 -0.047 0.000
C 4.76509 -1.23999 -1.87981 -0.039 -0.016 -0.003 0.000
C 4.93703 -2.41871 -2.58918 0.026 0.006 -0.011 0.000
C 3.92523 -3.36574 -2.61592 -0.004 0.004 0.015 0.000
C 2.73451 -3.13259 -1.94383 -0.005 -0.004 -0.016 0.000
C 2.53163 -1.95219 -1.23738 -0.037 0.052 0.024 0.001
P 0.93396 -1.67777 -0.36847 0.016 0.048 0.016 -0.005
C -0.27946 -1.93474 -1.70609 0.051 -0.001 -0.055 -0.003
C 0.05046 -1.63136 -3.02641 -0.025 -0.014 0.019 -0.001
C -0.90687 -1.71937 -4.02737 0.000 0.006 -0.002 0.000
C -2.20643 -2.09442 -3.72162 -0.011 0.004 -0.009 -0.001
C -2.54616 -2.39313 -2.40818 0.007 0.010 0.000 0.000
C -1.58851 -2.31732 -1.40856 0.001 -0.005 0.018 -0.002
C 0.84063 -3.15196 0.69312 -0.016 -0.043 -0.012 0.001
C 0.23360 -4.34772 0.32034 0.002 -0.015 0.021 0.000
C 0.23902 -5.43158 1.18761 0.010 0.016 -0.005 0.000
C 0.86077 -5.33157 2.42334 0.002 -0.006 -0.001 0.000
C 1.48277 -4.14665 2.79282 0.001 -0.003 0.014 0.000
C 1.46814 -3.05787 1.93579 -0.014 -0.007 -0.011 0.000
H 5.54378 -0.49196 -1.83402 0.005 -0.001 0.003 0.000
H 5.86472 -2.59950 -3.11498 0.002 0.008 0.003 0.000
H 4.06305 -4.28980 -3.16133 -0.011 -0.004 0.002 0.000
H 1.94756 -3.87644 -1.97452 0.004 -0.008 -0.003 0.000
H 1.05524 -1.31887 -3.28005 0.004 -0.001 -0.002 0.000
H -0.63376 -1.49288 -5.04996 0.003 -0.002 -0.001 0.000
H -2.95091 -2.16505 -4.50373 0.001 0.001 -0.001 0.000
H -3.55457 -2.70451 -2.16502 0.001 -0.004 0.003 0.000
H -1.85747 -2.57999 -0.39293 0.002 -0.008 -0.010 0.000
H -0.24924 -4.43993 -0.64398 -0.001 -0.004 -0.002 0.000
H -0.24019 -6.35630 0.89470 -0.001 -0.001 -0.004 0.000
H 0.86593 -6.17871 3.09631 -0.001 -0.001 0.000 0.000
H 1.98146 -4.07565 3.75106 0.002 0.006 -0.001 0.000
H 1.95632 -2.13245 2.22030 0.001 -0.003 -0.004 0.000
```
Positions in Å, forces in eV/Å.

---

Entry 3:
ORCA calculation (ωB97M-V/def2-TZVPD) on a single C4H9NO2 molecule in a non-equilibrium geometry.

Calculated values
structure (SMILES): CC(C)NC(=O)O
spin multiplicity: 1
maximum force: 1.12 eV/Å
calculated total energy: -363.08307 a.u.
highest occupied orbital energy: -9.94 eV
frontier orbital gap: 0.39585 hartree
relative energy (zero: lowest compared OMol25 entry of this formula, charge and spin): 6.48 kJ/mol

Geometry as XYZ:
```
16
Properties=species:S:1:pos:R:3:forces:R:3:mulliken_charge:R:1
C 0.02190 1.60736 1.06116 -0.553 -0.312 0.169 -1.644
C 0.01749 0.69325 -0.16540 -0.156 0.152 1.097 0.673
C -1.38154 0.45172 -0.71095 0.004 -0.275 -0.397 -1.354
N 0.64706 -0.55211 0.29410 -0.072 0.014 0.057 -0.218
C 0.80066 -1.65260 -0.46814 0.030 0.322 -0.552 0.570
O 0.41283 -1.77755 -1.61128 0.061 0.038 -0.001 -0.598
O 1.50507 -2.62393 0.15589 0.000 -0.177 0.077 -0.487
H -0.34918 2.60465 0.84201 0.265 0.133 -0.267 0.404
H -0.66484 1.23785 1.83783 0.309 -0.179 -0.098 0.388
H 1.03974 1.63624 1.44059 0.027 0.322 0.265 0.427
H 0.68573 1.18281 -0.87567 -0.198 -0.264 -0.426 0.184
H -2.01201 1.33595 -0.70383 0.215 0.362 -0.143 0.398
H -1.27561 0.06970 -1.72530 -0.357 -0.020 0.032 0.319
H -1.93200 -0.28578 -0.11799 0.313 -0.054 0.017 0.329
H 0.87860 -0.61904 1.27039 0.147 -0.064 -0.040 0.265
H 1.60610 -3.30854 -0.52343 -0.035 0.002 0.209 0.345
```
Positions in Å, forces in eV/Å.

---

Entry 4:
ORCA calculation (ωB97M-V/def2-TZVPD) on 2 unconnected molecules or ions with the total composition C2HClN2O2 in a non-equilibrium geometry.

Calculated values
spin multiplicity: 1
maximum force: 3.97 eV/Å
calculated total energy: -796.89223 a.u.
highest occupied orbital energy (spin up / spin down): -9.62 / -9.62 eV
frontier orbital gap (spin up / spin down): 0.32743 / 0.32744 hartree
relative energy (zero: lowest compared OMol25 entry of this formula, charge and spin): 272.40 kJ/mol

Geometry as XYZ:
```
8
Properties=species:S:1:pos:R:3:forces:R:3:mulliken_charge:R:1
C 0.37036 -0.80997 -0.25289 0.358 -0.627 0.105 0.185
C 0.78529 1.28152 -0.51802 0.207 1.723 0.188 0.718
N -0.51034 -0.86140 0.55318 -0.771 0.195 -0.081 0.565
N -1.27490 -0.65893 1.49052 3.259 -1.912 1.223 -0.853
O 0.99744 1.26087 -1.65989 0.226 -0.542 -1.213 -0.398
O 0.62432 1.74114 0.53957 -0.214 -0.156 0.958 -0.413
Cl 1.06067 -1.79710 -1.40910 -0.318 -0.229 0.083 -0.062
H -2.05284 -0.15612 1.25662 -2.747 1.546 -1.263 0.259
```
Positions in Å, forces in eV/Å.